C4H7NO | ωB97M-V with the def2-TZVPD basis set

Last column: Mulliken charge in e.
Atoms and positions in Å:
H: 2.623 -0.961 0.633  0.2973
O: -3.536 -0.488 0.109  -0.4350
C: 1.689 -0.836 0.079  -1.0802
C: -0.352 0.536 -0.142  0.0383
H: 1.917 -0.894 -0.990  0.3085
H: -2.560 0.742 -1.168  0.2469
C: 1.021 0.497 0.447  -0.3530
H: 0.937 0.590 1.533  0.2693
N: -1.380 0.206 0.535  -0.4057
H: -0.426 0.789 -1.215  0.3092
H: 1.028 -1.670 0.331  0.3464
C: -2.577 0.152 -0.222  0.1866
H: 1.616 1.336 0.070  0.2715

Properties
- energy relative to the best compared isomer or geometry (same formula, charge and spin) (eV) = 1.291
- charge = 0
- LUMO (hartree) = 0.0111
- structure (SMILES) = CC/C=N/C=O
- E_HOMO (eV) = -10.06
- E_tot (eV) = -7798.354


C17H23ErN5O2S3 | ωB97M-V with the def2-TZVPD basis set

Last column: Mulliken spin population.
Atoms and positions in Å:
C: -18.700 8.012 -2.786  -0.0011
H: -19.909 12.909 -0.807  0.0000
C: -16.949 10.596 -1.157  -0.0018
C: -19.010 12.548 -1.300  -0.0002
N: -16.268 9.812 -0.384  0.0010
C: -18.297 5.811 -4.390  0.0006
H: -10.660 12.326 -4.736  0.0000
C: -15.601 9.114 -6.784  -0.0002
H: -16.610 10.277 -5.558  0.0000
N: -17.476 7.697 -3.242  -0.0045
H: -19.300 12.070 -2.235  0.0001
H: -9.448 11.079 -4.640  0.0000
H: -10.126 8.756 -5.802  0.0000
C: -12.465 6.950 -2.827  0.0003
H: -18.298 13.332 -1.429  0.0001
Er: -15.310 8.739 -3.423  3.0417
C: -11.453 6.311 -2.123  -0.0001
C: -13.320 7.832 -0.894  0.0027
H: -18.748 8.842 -2.156  0.0002
H: -10.005 11.681 -6.249  0.0000
H: -14.756 8.477 -6.672  0.0001
N: -15.321 9.144 -1.034  -0.0051
N: -13.388 7.682 -2.215  -0.0042
C: -19.556 6.161 -3.959  0.0001
C: -17.232 6.646 -4.024  -0.0022
S: -16.562 11.065 -2.809  -0.0058
H: -10.871 9.585 -7.126  0.0000
C: -11.040 9.221 -6.115  -0.0001
H: -20.375 5.524 -4.332  0.0000
C: -12.427 10.416 -4.502  -0.0003
H: -20.767 7.571 -2.830  0.0000
S: -18.289 11.279 -0.242  -0.0002
H: -14.366 8.832 0.778  0.0000
S: -15.564 6.365 -4.558  -0.0079
H: -10.773 5.673 -2.663  0.0000
C: -12.310 7.243 -0.124  -0.0006
H: -12.287 7.369 0.932  -0.0001
C: -10.300 11.431 -5.211  0.0000
O: -15.986 9.551 -5.458  -0.0037
C: -19.789 7.281 -3.152  -0.0002
C: -11.356 6.469 -0.741  0.0004
H: -12.614 6.768 -3.889  -0.0003
H: -15.337 9.999 -7.349  0.0000
H: -18.095 4.957 -5.005  0.0002
H: -11.839 8.488 -6.092  0.0001
C: -14.380 8.636 -0.304  -0.0063
O: -13.302 9.515 -4.454  -0.0030
N: -11.341 10.389 -5.286  0.0002
H: -10.525 6.047 -0.179  0.0000
H: -12.510 11.346 -3.929  0.0000
H: -16.416 8.577 -7.257  0.0001

Properties
- energy relative to the best compared isomer or geometry (same formula, charge and spin) (eV) = 0.000
- charge = +1
- LUMO (spin up / spin down) (hartree) = -0.1274 / -0.1270
- 2S+1 = 4
- E_HOMO (spin up / spin down) (eV) = -10.53 / -10.54
- E_tot (eV) = -89673.730


C3H7NO3S | ωB97M-V with the def2-TZVPD basis set

Last column: Mulliken charge in e.
Atoms and positions in Å:
C: -0.183 -0.570 -0.340  0.6863
C: 0.295 -0.738 -1.828  -1.4267
H: 0.083 -0.120 2.447  0.3639
H: 1.334 -0.379 -2.004  0.3364
H: -1.171 -1.007 2.813  0.3381
H: 0.568 -1.764 -2.081  0.3357
N: -0.825 0.009 2.747  -0.5991
H: -0.542 -0.409 -2.331  0.3979
H: -0.078 1.733 -0.207  0.3895
O: -1.752 2.180 1.857  -0.6217
H: -0.881 -1.389 0.029  0.2774
C: -0.537 0.755 0.059  -0.5000
O: -2.788 0.080 1.081  -0.5918
S: -1.601 0.803 1.508  1.1479
O: 0.935 -0.486 0.509  -0.5339

Properties
- energy relative to the best compared isomer or geometry (same formula, charge and spin) (eV) = 4.127
- charge = 0
- LUMO (spin up / spin down) (hartree) = -0.0650 / -0.0650
- E_HOMO (spin up / spin down) (eV) = -10.57 / -10.57
- E_tot (eV) = -21687.846